DFT (wB97M-V/def2-TZVPD) results for 19 unconnected molecules or ions with the total composition C18H71F3N4O20PS at a distorted geometry.

Properties
Orbital gap   0.2246 Eh
LUMO energy   -0.159 Ha
Charge   +1
HOMO level   -0.38337 Eh

Each line ends with the Mulliken charge.
Cartesian coordinates (Å):
C  -0.360356  4.280232  3.666418  -0.579
C  0.812922  3.177119  3.214496  0.541
O  0.859799  2.013266  3.868845  -0.554
O  1.664282  3.584168  2.084563  -0.272
C  1.320716  2.860990  0.842659  -0.446
C  -0.215302  3.093205  0.315458  0.442
N  -0.503287  2.577190  -1.075405  0.529
C  0.523880  1.586284  -1.568699  -0.325
N  1.578322  2.112182  -2.320936  -0.304
N  0.517132  0.089349  -1.381583  0.150
C  -0.918412  -0.477541  -1.371280  0.355
C  -1.444432  -0.609226  -2.910938  -0.325
C  -1.137318  -2.029436  -3.660369  -0.599
C  0.388181  -2.145273  -4.304831  -0.623
S  0.520177  -1.031633  -5.805160  -0.219
C  -0.812483  -1.890823  -0.535336  -0.923
C  0.117127  -1.692967  0.841813  -0.564
C  -0.024821  -2.930739  1.906252  0.704
F  1.286400  -3.680996  1.901801  -0.391
F  -1.074649  -3.923768  1.583211  -0.236
F  -0.132519  -2.340145  3.273043  -0.248
C  -1.978052  0.541698  -0.572388  0.723
C  -3.496032  -0.054738  -0.451299  -0.520
C  -4.062844  -0.263192  1.067515  0.033
C  -3.876277  1.013400  2.076126  -0.718
C  -3.495358  -1.588088  1.853884  -0.883
C  -1.918870  2.072690  -1.242187  -0.559
P  -3.251075  3.259727  -0.525608  0.587
N  -3.536316  4.367176  -1.715735  -0.899
H  -1.408668  3.732506  3.808363  0.249
H  -0.056242  4.912258  4.603206  0.333
H  -0.546661  5.053168  2.776791  0.129
H  2.123627  3.215569  0.033341  0.131
H  1.592666  1.719114  1.048358  0.144
H  -0.952344  2.660928  1.118104  -0.378
H  -0.385285  4.274895  0.303672  0.255
H  2.516953  1.664361  -2.215196  0.296
H  1.396000  2.914128  -2.988733  0.326
H  1.020363  -0.297445  -2.213892  0.308
H  -2.599393  -0.388232  -3.064723  0.332
H  -0.889787  0.231359  -3.552451  0.159
H  -1.869600  -2.074704  -4.602394  0.454
H  -1.397861  -2.993280  -3.027096  0.180
H  1.245222  -2.031342  -3.516518  0.324
H  0.467466  -3.265056  -4.710292  0.292
H  1.307498  0.105467  -5.563494  0.110
H  -1.879803  -2.355683  -0.285410  -0.061
H  -0.245129  -2.755965  -1.131643  0.656
H  -0.018027  -0.643870  1.339590  0.076
H  1.241555  -1.720100  0.441609  0.356
H  -1.556588  0.656231  0.512456  -0.173
H  -3.540559  -1.125474  -0.977332  -0.014
H  -4.266741  0.610617  -1.073687  0.425
H  -5.240668  -0.429672  0.962364  0.341
H  -4.766347  1.768351  1.825094  0.247
H  -2.889887  1.625984  1.936482  -0.159
H  -4.041462  0.683640  3.187185  0.400
H  -4.071445  -1.651277  2.895630  0.437
H  -3.730190  -2.521060  1.188331  0.145
H  -2.362497  -1.412067  2.084396  0.051
H  -2.121668  2.047944  -2.418518  0.229
H  -2.848035  3.937052  0.688056  0.066
H  -4.514040  2.618625  -0.262255  0.074
H  -4.549402  4.311741  -2.015124  0.345
O  2.866272  -3.446969  -4.047658  -0.605
H  3.380387  -3.898036  -3.361241  0.278
H  2.828258  -4.089693  -4.771847  0.306
O  1.370872  6.552050  0.963429  -0.568
H  1.338508  5.968399  1.736247  0.103
H  2.305705  6.550900  0.708331  0.389
O  1.974941  7.174706  4.000693  -0.592
H  1.718456  7.828015  3.332602  0.304
H  2.940392  7.133168  3.928797  0.299
O  -5.745657  2.902350  -3.188571  -0.626
H  -5.009776  3.026914  -3.806558  0.333
H  -6.516752  3.233366  -3.673165  0.271
O  4.380017  6.337028  2.112923  -0.625
H  4.807923  6.115592  1.272205  0.291
H  3.861420  5.546890  2.326767  0.327
O  -5.354681  -3.211939  -0.616779  -0.564
H  -4.831928  -4.009126  -0.790466  0.299
H  -6.271652  -3.524645  -0.635981  0.271
O  3.672072  -5.029421  2.792130  -0.618
H  4.160699  -4.203573  2.926902  0.307
H  2.761769  -4.739043  2.630824  0.393
O  6.097088  -2.605476  2.118296  -0.657
H  6.611202  -3.056542  2.804713  0.322
H  6.059073  -3.248200  1.394106  0.332
O  -3.828393  -2.442428  -4.105250  -0.507
H  -4.355422  -2.450868  -4.918338  0.258
H  -4.233062  -3.131340  -3.556950  0.253
O  4.371269  -7.681749  4.193380  -0.662
H  3.987304  -8.450919  3.746286  0.330
H  4.103567  -6.932123  3.640761  0.327
O  7.260286  -7.352900  3.029428  -0.656
H  6.410952  -7.599778  3.425187  0.376
H  7.875252  -8.026874  3.355870  0.309
O  8.820409  -4.574712  2.725050  -0.627
H  9.248315  -4.796147  1.884331  0.304
H  8.301813  -5.364850  2.938894  0.342
O  -5.475892  4.802117  -5.321470  -0.616
H  -4.622366  5.245312  -5.439855  0.310
H  -6.126938  5.502676  -5.477502  0.307
O  -8.218509  -3.650178  0.189221  -0.640
H  -8.745537  -3.658619  -0.623867  0.317
H  -8.623178  -4.339090  0.737520  0.318
O  5.605247  -4.893227  -0.643417  -0.664
H  4.755913  -5.140106  -0.247657  0.318
H  6.220213  -5.567202  -0.316974  0.332
O  1.848223  9.815616  1.966036  -0.632
H  1.464258  9.046447  1.518942  0.306
H  1.580521  10.565241  1.413418  0.309
O  1.643965  6.933683  -1.905518  -0.669
H  1.388269  6.733661  -0.992526  0.418
H  2.390758  7.543894  -1.811017  0.308
O  3.562088  -9.490510  1.750144  -0.616
H  3.178122  -10.259679  1.303050  0.312
H  3.294386  -8.740884  1.197526  0.305

Force components x, y, z for each atom (eV/Å):
C -0.0689 0.3137 -1.3708
C -1.5060 -4.3027 3.6647
O 0.3676 7.3427 -5.0015
O -2.4843 -1.3653 0.8023
C 1.3370 -1.2536 -0.8259
C 0.9523 1.9973 1.5687
N 1.7209 -2.7784 -0.4888
C 0.0779 -1.0107 -0.4308
N -1.6174 -0.6425 1.4707
N -1.3770 4.9142 -1.7464
C -1.7454 -0.6686 0.7318
C 0.1900 -0.2089 -1.1803
C 0.0512 0.1778 -1.4449
C -0.8293 -1.1609 1.4619
S 0.3395 0.2620 0.2826
C 0.2720 -1.0134 0.4448
C 0.5476 -0.3574 -1.2413
C 1.0729 0.1026 0.7197
F -4.0769 1.8487 0.1151
F 3.4784 3.3011 1.5784
F -0.0918 -2.6077 -4.2573
C 0.5006 0.2282 0.4093
C -0.4138 -0.8458 -0.7248
C -0.7227 -0.2152 0.8706
C -1.5054 0.6656 -0.6233
C -0.5118 0.9244 -0.2405
C 0.3278 -2.6045 -0.0452
P -1.7323 3.2464 -3.7380
N -0.3757 -1.7875 1.6481
H 2.6092 0.9086 -0.0089
H -0.4498 -1.4939 -1.7588
H 0.6289 -1.6386 1.8837
H -1.9659 -0.4354 1.8831
H -0.9724 2.2130 -0.5174
H 1.3742 0.4595 -1.6306
H 0.3502 -2.5372 -0.0402
H -1.3063 0.4562 -0.7669
H 0.4876 -0.9848 1.7569
H -0.4303 0.2580 1.0011
H 2.3993 -0.5368 0.8332
H -1.1152 -1.7213 1.2769
H 1.8798 0.1402 2.3336
H 0.6229 2.1336 -1.1207
H -1.6271 -0.1069 -1.7082
H -0.0092 2.6892 0.7635
H -0.6153 -1.3977 0.5126
H 2.3237 1.3560 -0.4991
H -1.2598 2.1347 0.9736
H -0.0086 -2.2953 -0.5614
H -2.4575 -0.0582 1.2292
H -0.7333 -0.1580 -1.8672
H 0.0528 2.3377 1.1152
H 1.7819 -1.3984 1.3354
H 2.6100 0.3468 0.1070
H 1.9803 -1.4630 0.6901
H -1.6003 -1.3488 0.4496
H 0.6060 0.6439 -2.1552
H 1.2968 -0.0205 -2.3645
H 0.6702 1.6308 1.4909
H -2.0355 -0.6330 -0.4336
H 0.0755 0.1544 2.7347
H 0.1471 -1.1115 -0.4492
H 1.2460 -0.3000 0.3887
H 1.4866 -0.0253 0.5375
O 0.4671 -0.6364 0.1573
H 0.0009 0.1361 -0.2298
H 0.0693 0.2590 0.1586
O 0.1499 -0.0844 -0.1750
H 0.0495 0.1350 -0.0069
H -0.0350 0.0835 0.4489
O 0.1032 -0.2057 -0.3549
H 0.1651 0.0159 0.3376
H -0.2430 0.1752 0.0340
O -0.1110 -0.2294 -0.0775
H -0.3634 0.1645 0.1588
H 0.3859 -0.0752 0.1026
O -0.3278 -0.3774 -0.4648
H 0.1000 0.1266 0.3465
H 0.2059 0.0977 0.0898
O 0.3068 -0.4126 -0.3865
H -0.1805 0.2359 0.1452
H -0.0727 0.1362 0.3470
O -0.1526 0.2082 -0.2083
H 0.0481 -0.1606 -0.0135
H 0.2999 -0.1579 0.1765
O -0.2892 -0.4693 0.0973
H 0.1547 0.1596 -0.2614
H 0.1468 0.1644 0.0655
O -0.9092 -0.3909 -0.1292
H 0.0956 0.0584 0.2343
H 0.0329 0.2811 -0.0805
O 0.0961 -0.1320 -0.4232
H 0.1030 0.0612 0.0672
H -0.0298 0.1645 0.1905
O 0.3011 -0.2107 0.0840
H -0.2241 0.1159 0.1090
H -0.1770 0.2725 -0.1393
O -0.1139 -0.1865 -0.3223
H -0.1266 0.1385 0.3348
H 0.0312 -0.1028 0.0350
O 0.0864 0.4841 -0.2369
H -0.2546 -0.1456 0.0856
H 0.1949 -0.2526 0.0436
O -0.2272 -0.3016 -0.3303
H 0.0559 0.0763 0.2776
H 0.1997 0.2245 -0.1015
O -0.1805 -0.2060 0.2860
H 0.2848 0.0589 0.0012
H -0.1414 0.1843 -0.1003
O -0.2293 -0.1572 -0.3813
H 0.0675 0.1698 -0.0153
H 0.0962 -0.1930 0.2786
O 0.4388 0.0179 0.2622
H -0.2807 0.0676 -0.2212
H -0.2894 -0.1243 -0.1858
O -0.2887 0.0836 -0.3887
H 0.1585 0.1863 0.2473
H 0.1326 -0.2308 0.2085

DFT (wB97M-V/def2-TZVPD) results for a molecular structure, C18H8BrCl5N2O4SbSe4Ta at a distorted geometry.

Properties
Orbital gap   0.2403 Eh
LUMO energy   -0.073 Ha
Charge   0
HOMO level   -0.31288 Eh

Each line ends with the natural charge from an NBO analysis.
Cartesian coordinates (Å):
Ta  1.733189  2.042874  -0.277773  1.076
Se  2.083528  6.768226  -2.618509  -0.437
Sb  2.357321  4.652551  -1.646389  1.055
Se  2.303680  2.426688  -2.788020  -0.356
Se  0.211715  3.898389  -0.191631  -0.168
Se  3.879650  3.727655  0.034713  -0.315
Br  -4.646371  -2.386473  -2.738527  0.090
C  -3.568980  -0.902039  -2.294053  -0.040
C  -3.728826  -0.274668  -1.072184  -0.299
C  -2.873051  0.776778  -0.776369  0.048
N  -1.917652  1.206380  -1.595567  -0.444
C  -1.801629  0.601027  -2.775843  0.051
C  -2.599353  -0.460624  -3.178297  -0.295
H  -4.483226  -0.595605  -0.368193  0.238
H  -2.954660  1.290350  0.176366  0.204
H  -1.015955  0.970776  -3.426295  0.214
H  -2.452479  -0.937760  -4.136764  0.247
O  1.059419  0.200313  -1.177465  -0.691
C  0.360255  -0.102463  -0.159126  0.814
O  0.409063  0.724378  0.809715  -0.679
C  -0.437262  -1.331274  -0.083969  -0.197
C  -1.091537  -1.655769  1.102554  -0.113
C  -1.872050  -2.797183  1.168577  -0.216
C  -2.007315  -3.610933  0.052106  -0.171
C  -1.344797  -3.263185  -1.110907  0.083
C  -0.549082  -2.140573  -1.205927  -0.145
N  -1.510346  -4.111699  -2.306897  0.520
O  -2.056685  -5.183404  -2.161164  -0.361
O  -1.061862  -3.688183  -3.352271  -0.370
H  -0.986504  -1.001442  1.957697  0.245
H  -2.382681  -3.054352  2.086030  0.232
H  -2.617038  -4.502524  0.067112  0.258
H  -0.042765  -1.897303  -2.128079  0.273
Cl  1.322974  3.950868  3.126983  0.053
C  2.299320  2.530043  3.050189  -0.092
C  2.538223  1.895473  1.834512  -0.307
C  3.365504  0.791930  1.891696  -0.097
Cl  3.669521  0.067582  0.320520  0.135
C  3.959665  0.290295  3.034068  -0.083
Cl  4.989311  -1.084401  2.953910  0.063
C  3.688506  0.932024  4.235969  -0.084
Cl  4.381350  0.342604  5.691920  0.070
C  2.857524  2.054251  4.241339  -0.075
Cl  2.532372  2.840410  5.734230  0.068

Force components x, y, z for each atom (eV/Å):
Ta -0.3457 0.5743 1.0171
Se -0.0197 0.0095 0.0155
Sb 0.0790 -0.0769 -0.2648
Se 0.1459 0.0207 -0.2099
Se 0.0513 -0.2659 -0.1530
Se -0.1074 -0.0599 0.0184
Br 0.0045 -0.0044 0.0007
C 0.0176 -0.0041 -0.0145
C 0.0017 -0.0011 0.0056
C -0.0028 -0.0023 -0.0049
N -0.0109 0.0191 0.0037
C 0.0173 0.0023 0.0051
C -0.0072 0.0048 0.0088
H -0.0008 -0.0003 0.0010
H 0.0009 -0.0056 -0.0001
H 0.0012 -0.0027 0.0009
H -0.0018 0.0021 -0.0006
O -0.0746 0.0023 -0.1394
C -0.0198 0.0801 0.0755
O 0.0589 -0.0666 -0.1489
C 0.0107 -0.0131 0.0137
C -0.0251 0.0188 -0.0195
C -0.0029 -0.0153 0.0031
C -0.0043 0.0064 0.0093
C -0.0489 0.0280 -0.0076
C -0.0204 0.0121 -0.0220
N 0.2403 -0.1056 0.0434
O -0.0865 0.0408 -0.0203
O -0.0887 0.0299 -0.0242
H 0.0060 -0.0034 0.0006
H 0.0010 -0.0020 -0.0016
H -0.0013 0.0014 -0.0005
H -0.0032 0.0074 -0.0017
Cl -0.0104 -0.0156 -0.0264
C 0.0162 0.0354 0.0561
C 0.0153 -0.1521 -0.0993
C 0.0624 0.2088 -0.0467
Cl 0.0969 -0.1619 -0.0025
C 0.1004 -0.2122 -0.0838
Cl -0.0260 0.0355 0.0252
C -0.0099 0.0214 0.0177
Cl -0.0017 0.0064 -0.0027
C -0.0061 -0.0089 -0.0246
Cl -0.0015 0.0120 -0.0016

DFT (wB97M-V/def2-TZVPD) results for a molecular structure, C19H10Co2N2O7 at a distorted geometry.

Properties
Orbital gap   0.1795 Eh
LUMO energy   0.182 Ha
Charge   -2
HOMO level   0.00236 Eh

Each line ends with the natural charge from an NBO analysis.
Cartesian coordinates (Å):
N  1.840518  1.622014  0.022353  -0.420
C  2.038067  0.589984  0.874061  0.146
N  0.893658  0.210072  1.516009  -0.502
C  -0.117111  0.990095  1.028789  -0.103
C  -1.542556  0.668694  1.530459  0.420
O  -1.738423  -0.165546  2.372965  -0.553
C  0.480173  1.877660  0.107078  -0.095
H  3.045584  0.169876  0.961964  0.192
H  -2.206763  1.348447  0.905709  0.083
H  -0.029823  2.665659  -0.430187  0.186
O  4.644680  1.423986  -5.807758  -0.586
C  5.153194  1.560649  -4.788251  0.515
Co  5.937214  1.716300  -3.179938  -0.045
C  6.171888  0.062886  -2.827924  0.443
O  6.390095  -1.048300  -2.580997  -0.590
C  7.612556  2.257814  -3.570388  0.390
O  8.708583  2.454175  -3.872506  -0.604
C  4.912931  3.225290  -2.321941  -0.250
C  4.676476  4.285364  -3.307397  -0.068
C  5.771528  4.802445  -4.009950  -0.128
C  5.611318  5.849700  -4.915250  -0.249
C  4.327166  6.315933  -5.191975  -0.265
C  3.227542  5.822158  -4.484946  -0.227
C  3.394951  4.837675  -3.505950  -0.215
C  4.242345  2.973486  -1.107530  -0.266
C  2.971064  2.955463  -0.554201  -0.286
Co  5.920605  3.140112  -0.806824  -0.099
C  7.537347  3.733104  -1.401103  0.531
O  8.612580  4.093736  -1.550269  -0.570
C  6.523986  1.514507  -0.350248  0.469
O  7.002276  0.548309  0.072719  -0.582
C  5.852020  3.926598  0.759381  0.564
O  5.891000  4.414347  1.812950  -0.580
H  6.749528  4.343901  -3.843766  0.203
H  6.485872  6.269750  -5.404440  0.192
H  4.177506  7.066423  -5.955352  0.186
H  2.219685  6.183523  -4.671336  0.189
H  2.566982  4.473197  -2.886962  0.214
H  2.935705  3.640529  0.334216  0.188
H  2.155541  3.003773  -1.324764  0.172

Force components x, y, z for each atom (eV/Å):
N -2.1749 -1.4090 1.3996
C -1.9038 0.1836 0.6295
N 2.1336 -0.7353 -0.3619
C 0.6370 -0.6360 0.4381
C 3.6197 1.6874 -2.1275
O -1.3087 0.2788 -0.0849
C -0.0697 -0.2258 0.2489
H -0.6147 0.0036 0.3079
H -0.8130 -0.8635 1.0460
H 0.3469 0.1181 -0.2112
O 0.1758 -0.2707 -0.7128
C -0.5438 0.8246 2.0858
Co 1.5501 0.5994 -0.7275
C -0.2272 -1.7873 0.8675
O 0.0187 0.1669 -0.3065
C -0.0506 -0.2811 -0.3572
O 0.0058 -0.1448 -0.1923
C -2.8178 -0.2314 0.0627
C -0.4141 0.4463 0.3390
C -0.0763 0.5816 -0.3700
C -0.1208 -0.6017 0.3356
C -0.3268 0.0803 0.1454
C 0.1127 -0.3276 0.2655
C 0.6064 -0.0291 -0.2404
C -4.9833 -0.6202 -2.8264
C 0.2004 2.6251 -1.7368
Co 7.0914 -0.4202 1.1116
C -0.1431 0.7231 1.3003
O 0.0462 0.0714 -0.3103
C 0.4571 -1.8419 0.7166
O -0.3725 0.8526 -0.2358
C -0.0172 0.9487 0.8586
O -0.1351 -0.5436 -0.8749
H -0.4518 0.4454 -0.0486
H -0.1435 -0.0329 -0.0928
H -0.0199 0.1595 -0.0432
H 0.1407 0.1520 -0.1350
H 0.3262 0.1768 -0.3831
H -0.6816 -1.1362 -0.3802
H 0.9413 1.0129 0.6006

- The highest HOMO level belongs to which entry?
  C19H10Co2N2O7

- What is the formula in the third record?
  C19H10Co2N2O7

- The lowest charge belongs to which entry?
  C19H10Co2N2O7